Entry 1:
Formula: C10H32O6
Source: the OMol25 dataset
Level of theory: ωB97M-V with the def2-TZVPD basis set

Geometry as XYZ:
```
48
C10H32O6 (ωB97M-V with the def2-TZVPD basis set)
C -2.54 1.30 -2.43
O -2.20 0.32 -1.50
H -1.69 1.98 -2.53
H -2.88 0.97 -3.41
H -3.35 1.84 -1.94
H -2.95 -0.27 -1.40
C 3.19 -3.42 -1.42
O 2.56 -3.76 -2.63
H 4.13 -2.90 -1.60
H 2.49 -2.86 -0.79
H 3.42 -4.33 -0.87
H 2.16 -4.63 -2.53
C 1.71 3.30 -1.13
O 2.13 2.38 -0.17
H 0.64 3.54 -1.07
H 2.32 4.20 -1.19
H 1.77 2.84 -2.12
H 1.47 1.68 -0.15
C 0.34 -0.77 0.09
O 0.17 0.60 -0.12
H 0.54 -1.21 -0.89
H 1.16 -1.01 0.78
H -0.56 -1.27 0.44
H -0.56 0.64 -0.74
C -4.03 -0.97 0.99
C -5.05 -1.37 -0.17
C -6.28 -0.43 -0.29
O -4.38 -1.24 -1.41
H -3.58 0.01 0.82
H -3.22 -1.71 0.98
H -4.48 -0.94 1.98
H -5.46 -2.38 -0.05
H -6.93 -0.73 -1.11
H -5.87 0.56 -0.44
H -6.77 -0.48 0.68
H -4.94 -1.62 -2.09
C 5.26 0.75 2.85
C 4.01 1.08 2.00
C 2.70 0.74 2.72
O 4.09 2.45 1.70
H 6.15 1.16 2.36
H 5.41 -0.30 3.09
H 5.23 1.31 3.78
H 4.06 0.46 1.11
H 2.74 -0.27 3.12
H 1.88 0.88 2.02
H 2.58 1.33 3.62
H 3.40 2.58 1.05
```

- net charge = +1
- relative energy (zero: lowest compared OMol25 entry of this formula, charge and spin) (kcal per mole) = 0.0
- <S²> = 0.754
- energy (eV) = -23162.9405
- 2S+1 = 2
- strongest force on any atom (eV/A) = 3.6
- HOMO level (spin up / spin down) (eV) = -12.533 / -12.533


Entry 2:
Formula: C10H34BClCoO10
Source: the OMol25 dataset
Level of theory: ωB97M-V with the def2-TZVPD basis set

Geometry as XYZ:
```
57
C10H34BClCoO10 (ωB97M-V with the def2-TZVPD basis set)
Co -0.48 1.64 0.61
B 0.53 -0.40 0.20
H -0.34 -0.27 -0.63
H 0.05 -0.67 1.28
H 1.25 -1.31 -0.14
H 1.13 0.65 0.32
Cl -0.09 2.74 -1.40
C 1.12 2.09 3.13
C -0.25 1.72 3.64
O -0.99 1.02 2.63
O 0.97 2.62 1.80
H 1.82 1.25 3.09
H 1.48 2.87 3.80
H -0.78 2.65 3.87
H -0.12 1.17 4.57
H -1.69 0.53 3.06
H 1.79 3.05 1.53
C 0.16 -4.14 1.56
C -1.20 -3.55 1.75
O -1.61 -2.72 0.67
O 1.23 -3.24 1.76
H 0.23 -4.61 0.57
H 0.32 -4.94 2.29
H -1.29 -2.99 2.69
H -1.92 -4.37 1.77
H -0.96 -2.02 0.53
H 1.09 -2.45 1.22
C -3.35 1.63 -0.72
C -4.54 1.98 0.12
O -4.11 2.77 1.22
O -2.38 0.85 0.04
H -2.80 2.49 -1.10
H -3.69 1.05 -1.58
H -5.02 1.04 0.42
H -5.24 2.57 -0.49
H -4.85 2.88 1.83
H -2.84 0.04 0.30
C -0.95 -1.71 -2.87
C -0.17 -0.54 -3.39
O -0.97 0.60 -3.61
O -1.77 -2.30 -3.89
H -1.58 -1.42 -2.01
H -0.26 -2.48 -2.52
H 0.32 -0.85 -4.32
H 0.65 -0.29 -2.71
H -0.75 1.22 -2.91
H -2.64 -1.89 -3.83
C 5.17 0.69 -2.02
C 3.85 0.85 -1.34
O 3.63 -0.23 -0.45
O 6.26 0.92 -1.11
H 5.26 1.52 -2.74
H 5.28 -0.23 -2.59
H 3.07 0.90 -2.11
H 3.83 1.82 -0.83
H 2.68 -0.27 -0.25
H 6.47 0.09 -0.67
```

- net charge = 0
- <S²> = 3.756
- energy (eV) = -82219.7148
- 2S+1 = 4
- strongest force on any atom (eV/A) = 1.3
- HOMO level (spin up / spin down) (eV) = -9.174 / -9.175


Entry 3:
Formula: C10H34Br6O8
Source: the OMol25 dataset
Level of theory: ωB97M-V with the def2-TZVPD basis set

Geometry as XYZ:
```
58
C10H34Br6O8 (ωB97M-V with the def2-TZVPD basis set)
C -3.19 -3.20 -1.48
O -2.28 -2.42 -0.68
H -2.83 -4.19 -1.57
H -4.10 -3.21 -0.89
H -3.40 -2.74 -2.48
H -1.45 -2.39 -1.22
C 0.71 -0.85 -0.42
O -0.02 -1.23 -1.62
H 1.52 -0.17 -0.67
H 0.10 -0.38 0.38
H 1.06 -1.85 -0.08
H -0.44 -0.41 -2.06
C 0.37 2.93 -0.22
O -0.89 2.26 -0.02
H 0.22 4.00 -0.46
H 1.05 2.94 0.62
H 0.89 2.54 -1.05
H -0.62 1.85 0.78
C 2.85 -2.43 -4.05
O 2.43 -1.22 -3.37
H 1.97 -3.00 -4.35
H 3.42 -2.24 -4.96
H 3.54 -2.97 -3.52
H 1.70 -1.41 -2.75
C 0.09 0.86 -4.80
O 0.56 1.04 -3.44
H 0.79 0.13 -5.28
H -0.90 0.30 -4.80
H 0.00 1.82 -5.31
H 1.45 0.69 -3.51
C -2.28 -0.94 2.70
O -1.37 -1.60 1.80
H -3.19 -1.46 2.91
H -1.75 -0.90 3.73
H -2.41 0.10 2.37
H -1.94 -1.83 1.04
C 0.83 -1.32 4.57
O 0.79 -0.75 3.26
H 1.83 -1.19 5.01
H 0.15 -0.75 5.24
H 0.49 -2.36 4.58
H 0.02 -1.01 2.82
C 0.92 2.81 3.48
O 0.00 1.98 2.78
H 0.83 3.80 3.02
H 0.63 2.87 4.56
H 1.96 2.52 3.24
H -0.10 1.12 3.28
C 3.63 0.52 1.84
Br 4.44 -1.08 1.05
Br 4.11 1.97 0.70
Br 4.20 0.89 3.66
H 2.54 0.38 1.89
C -3.67 2.31 -1.15
Br -5.27 2.89 -0.29
Br -3.57 2.98 -3.00
Br -3.60 0.39 -1.16
H -2.82 2.60 -0.64
```

- net charge = 0
- energy (eV) = -447552.1788
- strongest force on any atom (eV/A) = 3.0
- HOMO level (eV) = -9.857


Entry 4:
Formula: C10H34ClNO10
Source: the OMol25 dataset
Level of theory: ωB97M-V with the def2-TZVPD basis set

Geometry as XYZ:
```
56
C10H34ClNO10 (ωB97M-V with the def2-TZVPD basis set)
N -0.31 0.24 -4.56
H -0.62 -0.55 -5.11
H -0.12 -0.02 -3.56
H -1.00 1.03 -4.55
H 0.56 0.60 -4.95
Cl 0.39 -0.56 -1.69
C -2.19 1.96 -2.36
C -3.64 1.88 -2.00
O -4.33 3.08 -2.34
O -1.99 2.23 -3.77
H -1.70 1.01 -2.15
H -1.64 2.68 -1.75
H -3.73 1.67 -0.93
H -4.16 1.05 -2.47
H -3.99 3.83 -1.86
H -2.27 3.13 -3.92
C 1.91 -3.77 0.49
C 2.75 -5.02 0.55
O 3.72 -4.97 1.58
O 2.73 -2.70 0.00
H 1.44 -3.54 1.45
H 1.09 -3.89 -0.23
H 3.24 -5.16 -0.42
H 2.06 -5.85 0.71
H 4.50 -4.50 1.28
H 2.13 -1.98 -0.25
C -1.47 -1.50 1.49
C -2.39 -1.31 2.66
O -3.64 -1.95 2.41
O -2.11 -1.06 0.30
H -1.27 -2.58 1.39
H -0.52 -0.99 1.62
H -2.53 -0.23 2.78
H -1.94 -1.71 3.57
H -4.28 -1.51 2.97
H -1.41 -0.95 -0.36
C -1.18 2.36 1.20
C -0.58 2.31 2.59
O 0.04 1.06 2.83
O -0.16 2.38 0.20
H -1.77 3.27 1.07
H -1.83 1.50 1.02
H -1.40 2.39 3.31
H 0.10 3.16 2.75
H 0.79 0.95 2.23
H 0.10 1.47 -0.01
C 3.86 1.44 0.13
C 3.09 1.31 1.42
O 2.29 0.11 1.40
O 3.02 1.53 -0.99
H 4.54 0.58 0.01
H 4.58 2.27 0.15
H 2.39 2.15 1.51
H 3.74 1.31 2.30
H 2.83 -0.62 1.71
H 2.26 0.93 -0.85
```

- net charge = 0
- relative energy (zero: lowest compared OMol25 entry of this formula, charge and spin) (kcal per mole) = 0.0
- energy (eV) = -45407.8903
- strongest force on any atom (eV/A) = 1.3
- HOMO level (eV) = -9.353


Entry 5:
Formula: C10H34N4O7
Source: the OMol25 dataset
Level of theory: ωB97M-V with the def2-TZVPD basis set

Geometry as XYZ:
```
55
C10H34N4O7 (ωB97M-V with the def2-TZVPD basis set)
C 0.69 -1.85 -1.53
O -0.32 -1.81 -2.47
H 1.52 -1.18 -1.77
H 0.42 -1.48 -0.54
H 1.25 -2.79 -1.50
H -0.13 -2.37 -3.23
C -1.17 0.12 2.30
O -1.55 0.13 3.65
H -0.23 -0.43 2.22
H -2.04 -0.28 1.77
H -0.95 1.15 2.02
H -2.50 0.16 3.75
C -2.68 -1.06 -1.19
O -3.68 -0.97 -0.50
N -1.70 -1.82 -0.86
N -2.47 -0.41 -2.27
H -0.89 -1.91 -1.45
H -1.78 -2.42 -0.06
H -1.76 -0.79 -2.89
H -3.24 0.17 -2.57
C -2.15 3.59 0.34
O -3.08 3.75 -0.37
N -0.85 3.48 -0.02
N -2.20 3.19 1.58
H -0.15 3.30 0.69
H -0.65 3.40 -1.01
H -3.08 2.83 1.94
H -1.31 3.19 2.06
C -0.30 -2.04 1.06
C 1.24 -1.78 1.20
O 1.96 -2.94 1.62
H -0.55 -2.76 0.29
H -0.80 -1.09 0.83
H -0.77 -2.32 2.00
H 1.48 -1.01 1.93
H 1.66 -1.33 0.30
H 2.87 -2.66 1.59
C 3.27 0.06 -1.96
C 3.34 0.24 -0.47
O 3.50 1.57 -0.01
H 4.05 0.64 -2.46
H 2.38 0.32 -2.53
H 3.44 -1.00 -2.12
H 4.12 -0.39 -0.03
H 2.43 -0.15 0.00
H 3.82 1.52 0.89
C -1.02 0.93 -0.34
C 0.47 0.98 -0.14
O 0.93 0.30 1.04
H -1.47 1.43 0.52
H -1.41 -0.09 -0.40
H -1.34 1.53 -1.19
H 0.88 1.99 -0.14
H 0.86 0.35 -0.94
H 1.64 0.84 1.39
```

- net charge = 0
- relative energy (zero: lowest compared OMol25 entry of this formula, charge and spin) (kcal per mole) = 283.5
- energy (eV) = -31202.1841
- strongest force on any atom (eV/A) = 7.3
- HOMO level (eV) = -8.690


Entry 6:
Formula: C10H35NO7
Source: the OMol25 dataset
Level of theory: ωB97M-V with the def2-TZVPD basis set

Geometry as XYZ:
```
53
C10H35NO7 (ωB97M-V with the def2-TZVPD basis set)
O -0.22 -4.71 5.48
H 0.59 -4.87 5.96
H -0.91 -4.94 6.10
O 3.45 -3.52 0.54
H 2.66 -3.17 0.95
H 3.55 -3.00 -0.26
O 2.01 3.06 0.21
H 2.34 2.16 0.18
H 1.27 3.07 -0.39
C 0.30 2.46 -5.68
C -0.57 1.68 -4.62
C -0.52 0.21 -4.57
O -1.64 -0.10 -3.65
C -1.61 -1.39 -3.05
N -0.46 2.16 -3.29
H 0.67 1.79 -6.46
H 1.10 2.84 -5.05
H -0.21 3.26 -6.22
H -1.58 2.07 -4.76
H 0.50 0.05 -4.23
H -0.66 -0.19 -5.57
H -1.81 -2.10 -3.85
H -2.41 -1.48 -2.32
H -0.67 -1.72 -2.61
H -0.94 3.05 -3.27
H -1.15 1.58 -2.82
C 1.21 -0.05 3.38
C 0.31 -0.81 2.37
O 0.64 -2.12 2.46
H 1.15 -0.27 4.44
H 0.91 1.00 3.48
H 2.25 -0.01 3.05
H 0.69 -0.55 1.39
H -0.76 -0.62 2.38
H 0.11 -2.45 3.18
C 1.05 6.97 2.04
C 2.35 6.40 2.70
O 3.29 6.16 1.65
H 1.11 6.95 0.96
H 0.66 7.95 2.31
H 0.08 6.52 2.22
H 2.09 5.53 3.31
H 2.77 7.06 3.46
H 3.12 5.34 1.18
C -3.42 -5.29 1.35
C -2.81 -6.23 0.37
O -1.43 -6.15 0.46
H -4.50 -5.46 1.35
H -3.16 -4.26 1.11
H -3.07 -5.49 2.37
H -3.17 -5.90 -0.60
H -3.13 -7.27 0.33
H -1.44 -5.20 0.59
```

- net charge = 0
- relative energy (zero: lowest compared OMol25 entry of this formula, charge and spin) (kcal per mole) = 20.2
- energy (eV) = -26756.1993
- strongest force on any atom (eV/A) = 4.0
- SMILES = COC[C@H](C)N.CCO.CCO.CCO.O.O.O
- HOMO level (eV) = -9.200


Entry 7:
Formula: C10H40F2Mn2N20O12P
Source: the OMol25 dataset
Level of theory: ωB97M-V with the def2-TZVPD basis set

Geometry as XYZ:
```
87
C10H40F2Mn2N20O12P (ωB97M-V with the def2-TZVPD basis set)
Mn -1.05 3.74 -1.89
Mn -0.74 -2.73 -2.00
O -0.73 -0.74 -1.75
P -0.64 0.36 -0.73
O -0.87 1.76 -1.19
F 0.85 0.29 -0.20
F -1.49 0.08 0.53
C 1.58 -3.74 -4.00
O 0.83 -3.02 -3.26
N 1.08 -4.81 -4.66
N 2.88 -3.54 -4.17
H 1.51 -5.16 -5.50
H 0.10 -5.05 -4.58
H 3.21 -2.63 -3.88
H 3.42 -3.94 -4.92
C 2.35 -1.52 3.18
O 3.13 -2.42 2.86
N 1.74 -1.29 4.37
N 2.19 -0.47 2.29
H 1.70 -1.99 5.09
H 1.04 -0.56 4.32
H 1.48 0.24 2.27
H 2.76 -0.63 1.48
C -1.92 0.09 4.62
O -0.72 0.29 4.44
N -2.78 0.73 5.45
N -2.59 -0.57 3.61
H -3.74 0.50 5.66
H -2.47 1.60 5.85
H -3.60 -0.65 3.55
H -2.09 -0.76 2.78
C -4.87 1.72 1.46
O -5.05 0.75 2.19
N -5.71 2.79 1.38
N -3.78 1.81 0.62
H -6.49 2.76 2.02
H -5.73 3.41 0.60
H -3.09 1.09 0.56
H -3.73 2.58 -0.03
C 4.92 -0.44 -2.10
O 4.57 -0.25 -3.26
N 4.12 -0.34 -0.98
N 6.08 -1.11 -1.85
H 4.68 -0.51 -0.16
H 3.29 0.21 -0.92
H 6.25 -1.49 -0.94
H 6.60 -1.49 -2.63
C 1.62 -3.42 0.05
O 0.43 -3.09 -0.29
N 2.74 -2.66 -0.16
N 1.80 -4.38 0.99
H 2.74 -1.74 -0.60
H 3.45 -3.00 0.47
H 2.72 -4.71 1.23
H 1.11 -4.85 1.55
C -0.29 1.69 -4.45
O -0.67 2.62 -3.70
N -1.12 0.96 -5.22
N 0.97 1.20 -4.37
H -2.06 1.26 -5.44
H -0.80 0.21 -5.80
H 1.38 0.39 -4.78
H 1.60 1.83 -3.89
C -1.86 4.52 1.17
O -1.57 4.48 -0.05
N -2.51 5.57 1.72
N -1.53 3.56 2.10
H -2.85 5.43 2.66
H -2.79 6.28 1.07
H -2.17 3.64 2.87
H -1.24 2.61 1.95
C -3.05 -3.08 0.36
O -2.32 -2.63 -0.56
N -3.55 -4.33 0.44
N -3.32 -2.30 1.44
H -3.55 -4.79 -0.45
H -4.11 -4.62 1.22
H -2.73 -1.50 1.47
H -3.67 -2.65 2.31
C 1.92 3.97 -0.44
O 0.87 4.06 -1.14
N 2.52 5.16 -0.16
N 2.49 2.92 0.18
H 3.28 5.22 0.49
H 2.11 6.03 -0.45
H 2.15 2.00 0.04
H 3.36 3.14 0.62
```

- net charge = +3
- relative energy (zero: lowest compared OMol25 entry of this formula, charge and spin) (kcal per mole) = 38.0
- <S²> = 30.006
- energy (eV) = -142751.1931
- 2S+1 = 11
- strongest force on any atom (eV/A) = 3.5
- HOMO level (spin up / spin down) (eV) = -15.716 / -15.716


Entry 8:
Formula: C10H40N20O10
Source: the OMol25 dataset
Level of theory: ωB97M-V with the def2-TZVPD basis set

Geometry as XYZ:
```
80
C10H40N20O10 (ωB97M-V with the def2-TZVPD basis set)
C -2.91 -4.29 -0.41
O -2.73 -3.59 -1.39
N -4.17 -4.66 0.01
N -1.87 -4.85 0.28
H -4.93 -4.17 -0.42
H -4.19 -5.11 0.91
H -1.96 -5.29 1.18
H -0.97 -4.54 -0.07
C -4.96 -1.05 -0.88
O -5.92 -1.72 -1.22
N -4.34 -0.15 -1.73
N -4.30 -1.16 0.31
H -3.39 0.10 -1.49
H -4.67 0.07 -2.64
H -4.86 -1.67 0.97
H -3.55 -0.57 0.64
C 2.47 1.69 -2.33
O 3.07 0.73 -1.85
N 1.41 1.52 -3.19
N 2.76 2.97 -1.99
H 0.96 0.63 -3.26
H 0.93 2.36 -3.46
H 2.13 3.73 -2.12
H 3.50 2.99 -1.30
C -0.25 -2.01 3.43
O -0.19 -2.27 4.62
N -0.65 -2.89 2.47
N -0.30 -0.69 2.99
H -0.90 -2.41 1.62
H -0.58 -3.88 2.50
H 0.02 -0.12 3.75
H -0.09 -0.31 2.08
C 1.47 -5.32 -1.03
O 1.21 -4.55 -0.11
N 2.36 -6.34 -0.92
N 1.02 -5.09 -2.30
H 2.66 -6.79 -1.77
H 2.98 -6.47 -0.14
H 0.28 -4.45 -2.52
H 1.17 -5.75 -3.05
C 0.71 5.61 -1.59
O 1.65 5.69 -0.82
N 0.28 6.69 -2.32
N -0.08 4.49 -1.65
H 0.94 7.43 -2.41
H -0.49 6.60 -2.95
H -0.87 4.44 -2.26
H 0.11 3.75 -0.99
C 3.10 -1.42 0.90
O 2.97 -2.27 1.75
N 3.50 -0.13 1.14
N 2.87 -1.60 -0.45
H 3.53 0.29 2.05
H 3.92 0.47 0.45
H 2.59 -2.50 -0.80
H 3.15 -0.82 -1.04
C 2.33 2.65 2.28
O 1.69 1.80 2.88
N 1.78 3.58 1.44
N 3.69 2.85 2.48
H 0.81 3.38 1.12
H 2.40 4.03 0.79
H 4.19 3.56 1.99
H 4.18 2.22 3.09
C -1.54 3.43 1.22
O -0.70 3.46 0.32
N -1.86 2.31 1.93
N -2.28 4.55 1.50
H -2.22 2.46 2.85
H -1.78 1.38 1.56
H -2.29 5.24 0.78
H -2.95 4.57 2.24
C -0.64 -0.19 -0.50
O -1.80 0.22 -0.48
N 0.42 0.65 -0.30
N -0.28 -1.50 -0.60
H 1.35 0.30 -0.46
H 0.20 1.63 -0.27
H -1.01 -2.19 -0.57
H 0.69 -1.77 -0.50
```

- net charge = 0
- relative energy (zero: lowest compared OMol25 entry of this formula, charge and spin) (kcal per mole) = 26.6
- energy (eV) = -61306.6147
- strongest force on any atom (eV/A) = 2.8
- SMILES = NC(N)=O.NC(N)=O.NC(N)=O.NC(N)=O.NC(N)=O.NC(N)=O.NC(N)=O.NC(N)=O.NC(N)=O.NC(N)=O
- HOMO level (eV) = -9.005